Computed, not measured: a structure of composition C28H32N3O3RbS3, with ωB97M-V/def2-TZVPD.

Geometry as XYZ:
```
70
Properties=species:S:1:pos:R:3:lowdin_charge:R:1
Rb -0.35 0.43 -0.97 0.896
C -7.44 -1.68 -2.17 -0.066
C -6.77 -2.23 -0.92 -0.559
C -7.28 -1.42 0.29 -0.049
C -7.15 -3.70 -0.75 -0.055
C -5.25 -2.09 -0.98 -0.163
C -4.58 -1.58 -2.07 -0.013
C -3.19 -1.41 -2.02 -0.121
N -2.46 -1.72 -0.96 0.083
C -3.10 -2.24 0.09 -0.220
C -4.47 -2.46 0.13 0.016
C -2.28 -2.56 1.29 -0.205
C -2.59 -3.68 2.07 0.019
C -1.82 -3.96 3.19 -0.173
C -0.78 -3.09 3.47 -0.006
C -0.54 -2.00 2.63 -0.128
N -1.27 -1.73 1.56 0.134
C -2.13 -5.19 4.04 -0.561
C -1.17 -5.35 5.21 -0.076
C -3.56 -5.07 4.59 -0.050
C -2.04 -6.45 3.16 -0.049
H -8.52 -1.74 -2.07 0.078
H -7.15 -2.24 -3.06 0.086
H -7.17 -0.63 -2.35 0.092
H -8.37 -1.48 0.34 0.078
H -6.99 -0.38 0.20 0.097
H -6.88 -1.80 1.23 0.072
H -8.24 -3.80 -0.69 0.077
H -6.73 -4.13 0.16 0.073
H -6.80 -4.29 -1.60 0.086
H -5.08 -1.21 -2.95 0.070
H -2.67 -0.94 -2.85 0.066
H -4.93 -2.84 1.03 0.103
H -3.40 -4.32 1.76 0.106
H -0.11 -3.23 4.31 0.098
H 0.28 -1.32 2.83 0.030
H -1.21 -4.50 5.89 0.084
H -0.14 -5.46 4.87 0.086
H -1.43 -6.25 5.78 0.079
H -3.66 -4.19 5.22 0.089
H -3.80 -5.95 5.20 0.079
H -4.29 -5.00 3.79 0.075
H -1.04 -6.56 2.74 0.091
H -2.74 -6.41 2.33 0.076
H -2.26 -7.34 3.75 0.079
C 1.37 2.60 -2.83 -0.065
C 2.50 2.63 -1.85 -0.320
C 3.54 3.59 -2.03 -0.035
C 4.56 3.64 -1.14 -0.042
C 4.58 2.75 -0.04 -0.186
C 5.63 2.78 0.92 -0.096
C 5.59 1.90 1.95 -0.134
C 4.55 0.97 2.08 -0.172
C 3.49 0.89 1.19 -0.706
S 2.22 -0.27 1.40 0.437
C 3.52 1.82 0.08 -0.239
N 2.51 1.78 -0.84 0.106
H 1.57 3.23 -3.69 0.079
H 0.44 2.97 -2.40 0.062
H 1.18 1.59 -3.20 0.068
H 3.49 4.26 -2.88 0.099
H 5.36 4.36 -1.24 0.102
H 6.43 3.51 0.80 0.086
H 6.38 1.89 2.70 0.085
H 4.55 0.29 2.92 0.075
O -2.06 2.18 -1.70 -0.651
S -2.12 1.87 -3.15 -0.089
O -1.34 0.61 -3.36 -0.657
O -1.56 2.96 -3.95 -0.466
S -4.07 1.53 -3.69 0.054
```

Relative energy (zero: lowest compared OMol25 entry of this formula, charge and spin) (kJ/mol): 18.1
Lowest unoccupied orbital energy (eV): 3.512
E_tot (Ha): -2694.96739
Net charge: -2
Frontier orbital gap (Eh): 0.172
HOMO energy (hartree): -0.043



Computed, not measured: a cluster of 16 separate species, C25H85N29O16 in total, with ωB97M-V/def2-TZVPD.

Geometry as XYZ:
```
155
Properties=species:S:1:pos:R:3:lowdin_charge:R:1
C 0.61 1.74 -1.19 -0.031
C -0.58 1.09 -0.57 -0.442
C -0.21 -0.20 0.09 -0.172
O 0.09 -1.22 -0.91 -0.196
C 0.78 -2.37 -0.45 -0.084
N -1.15 2.05 0.39 0.082
H 1.47 1.97 -0.56 0.067
H 0.32 2.73 -1.55 0.073
H 0.88 1.04 -1.97 0.070
H -1.29 0.88 -1.36 0.114
H -0.99 -0.40 0.82 0.093
H 0.64 0.13 0.69 0.125
H 1.02 -3.13 -1.19 0.069
H 0.04 -2.88 0.16 0.066
H 1.71 -2.19 0.10 0.077
H -2.11 1.91 0.66 0.004
H -1.16 2.98 -0.02 0.039
C 7.23 -2.96 -0.23 -0.044
C 5.74 -2.46 -0.04 -0.455
C 5.38 -2.04 1.38 -0.159
O 3.94 -1.75 1.34 -0.231
C 3.35 -1.63 2.65 -0.100
N 5.65 -1.36 -0.95 0.033
H 7.30 -3.79 0.47 0.069
H 7.93 -2.16 0.01 0.077
H 7.45 -3.28 -1.25 0.068
H 4.93 -3.14 -0.30 0.113
H 5.97 -1.18 1.69 0.129
H 5.35 -2.88 2.07 0.123
H 2.84 -2.56 2.95 0.067
H 2.70 -0.76 2.70 0.083
H 4.00 -1.35 3.48 0.083
H 6.00 -1.66 -1.85 0.071
H 4.66 -1.18 -1.06 0.074
C 2.92 7.70 0.19 -0.079
C 1.86 6.89 0.81 -0.478
C 2.09 5.42 1.16 -0.199
O 2.54 4.69 0.09 -0.238
C 3.46 3.66 0.41 -0.070
N 1.52 7.70 1.93 0.046
H 3.24 7.16 -0.70 0.055
H 3.87 7.73 0.73 0.088
H 2.50 8.66 -0.09 0.090
H 1.06 6.92 0.07 0.129
H 1.23 4.90 1.59 0.126
H 2.67 5.28 2.07 0.127
H 4.35 3.93 0.98 0.094
H 3.92 3.13 -0.43 0.096
H 2.79 2.92 0.85 0.083
H 0.64 7.23 2.08 0.027
H 1.31 8.63 1.60 0.075
C -0.14 -2.99 3.70 -0.780
O -0.16 -2.09 4.50 0.020
N 0.62 -4.07 3.88 0.183
N -0.99 -3.04 2.72 0.202
H 0.71 -4.79 3.18 0.066
H 1.32 -4.04 4.60 0.114
H -1.10 -3.86 2.13 0.066
H -1.56 -2.25 2.45 0.089
C -0.96 -5.60 -0.03 -0.717
O -0.45 -5.34 1.03 0.013
N -0.64 -6.46 -0.98 0.189
N -2.12 -5.10 -0.38 0.182
H -1.30 -6.51 -1.74 0.090
H 0.07 -7.15 -0.78 0.116
H -2.58 -4.45 0.23 0.062
H -2.53 -5.34 -1.27 0.105
C -4.61 2.12 1.82 -0.902
O -3.67 1.69 1.23 -0.010
N -5.86 2.04 1.42 0.116
N -4.48 2.90 2.87 0.157
H -6.42 2.32 2.21 0.016
H -6.04 1.36 0.70 0.037
H -5.15 3.28 3.52 0.066
H -3.54 2.83 3.23 0.029
C 0.30 -4.88 -3.92 -0.754
O 1.44 -4.68 -4.29 0.037
N -0.49 -4.13 -3.19 0.190
N -0.38 -5.96 -4.33 0.149
H -0.09 -3.23 -2.96 0.084
H -1.38 -4.56 -2.96 0.089
H -1.37 -6.10 -4.20 0.096
H 0.18 -6.74 -4.65 0.107
C -1.59 1.64 4.37 -0.754
O -2.07 2.70 4.09 -0.006
N -1.42 1.35 5.61 0.188
N -1.09 0.79 3.47 0.214
H -1.10 0.44 5.91 0.120
H -1.75 2.14 6.15 0.127
H -0.97 -0.17 3.76 0.063
H -0.98 1.06 2.50 0.066
C -4.05 0.49 -3.39 -0.800
O -3.22 -0.27 -3.82 0.014
N -5.33 0.25 -3.39 0.158
N -3.75 1.49 -2.64 0.204
H -5.69 -0.59 -3.81 0.111
H -5.96 0.96 -3.04 0.066
H -4.38 2.16 -2.23 0.094
H -2.75 1.59 -2.58 0.111
C 0.86 5.55 -2.88 -0.785
O 0.59 5.60 -4.08 -0.001
N 0.04 5.15 -1.98 0.181
N 2.05 5.57 -2.40 0.168
H 0.39 5.06 -1.04 0.085
H -0.94 4.94 -2.12 0.076
H 2.70 6.23 -2.81 0.115
H 2.24 5.23 -1.47 0.048
C -3.92 -1.97 1.04 -0.786
O -3.85 -3.18 0.76 -0.047
N -4.06 -1.39 2.13 0.214
N -3.53 -1.13 0.07 0.180
H -4.15 -0.39 1.97 0.088
H -4.08 -1.86 3.02 0.134
H -3.19 -1.66 -0.72 0.116
H -3.87 -0.18 0.06 0.068
C 2.75 -7.57 -2.50 -0.849
O 1.79 -8.16 -2.80 0.072
N 2.83 -6.31 -2.23 0.187
N 3.93 -8.12 -2.33 0.158
H 3.82 -6.12 -2.28 0.101
H 2.15 -5.59 -2.43 0.089
H 4.69 -7.46 -2.35 0.101
H 4.04 -9.08 -2.63 0.119
C -1.98 6.03 2.73 -0.759
O -1.31 7.02 2.47 0.004
N -2.04 5.07 1.85 0.202
N -2.65 5.85 3.83 0.180
H -1.68 5.00 0.90 0.096
H -2.56 4.33 2.29 0.057
H -3.01 4.98 4.20 0.084
H -2.81 6.65 4.43 0.117
C 3.06 -6.39 1.56 -0.823
O 4.02 -6.93 2.04 0.040
N 3.11 -5.42 0.69 0.181
N 1.89 -6.69 1.98 0.173
H 2.53 -4.64 0.98 0.099
H 3.98 -5.16 0.24 0.096
H 1.80 -7.55 2.49 0.129
H 1.06 -6.25 1.58 0.045
C -0.03 0.00 -4.49 -0.875
O 0.96 0.69 -4.49 0.040
N -0.35 -0.84 -3.62 0.185
N -0.97 0.13 -5.33 0.168
H -1.27 -1.23 -3.75 0.096
H 0.33 -0.94 -2.88 0.100
H -1.83 -0.37 -5.15 0.071
H -1.03 1.01 -5.82 0.128
C -3.91 4.88 -1.16 -0.851
O -2.74 4.72 -1.31 0.034
N -4.59 4.87 -0.10 0.199
N -4.58 5.39 -2.13 0.161
H -4.31 4.40 0.75 0.080
H -5.58 5.05 -0.04 0.076
H -5.47 5.78 -1.84 0.095
H -4.34 5.65 -3.08 0.127
```

Lowest unoccupied orbital energy (alpha / beta) (eV): 1.535 / 1.504
E_tot (Ha): -3795.48894
Net charge: -1
Frontier orbital gap (alpha / beta) (Eh): 0.083 / 0.297
HOMO energy (alpha / beta) (hartree): -0.027 / -0.242
Multiplicity: 2



Computed, not measured: an isolated molecule of C5H12NP, with ωB97M-V/def2-TZVPD.

Geometry as XYZ:
```
19
Properties=species:S:1:pos:R:3:lowdin_charge:R:1
C -0.94 0.49 -1.14 -0.304
C -0.51 1.92 -1.11 -0.238
C -1.29 -0.17 0.17 -0.363
C 0.83 2.08 -0.23 -0.090
C 1.24 -2.97 1.47 -0.371
N -0.31 -1.01 0.77 -0.342
P 0.74 -1.89 0.11 0.844
H -1.82 0.35 -1.82 0.114
H -0.22 -0.23 -1.64 0.075
H -0.26 2.36 -2.18 0.133
H -1.35 2.57 -0.87 0.098
H -1.25 0.79 0.88 0.132
H -2.24 -0.66 0.38 0.110
H 1.68 1.55 -0.49 0.036
H 0.63 1.60 0.74 0.051
H 1.04 -2.64 2.44 0.002
H 0.52 -3.78 1.27 0.015
H 2.30 -3.39 1.28 0.053
H 1.21 3.04 -0.01 0.046
```

Relative energy (zero: lowest compared OMol25 entry of this formula, charge and spin) (kJ/mol): 166.2
Lowest unoccupied orbital energy (eV): 0.406
E_tot (Ha): -593.73340
Frontier orbital gap (Eh): 0.322
HOMO energy (hartree): -0.307



Computed, not measured: a structure of composition C23H19F3MnN6O3S2, with ωB97M-V/def2-TZVPD.

Geometry as XYZ:
```
57
Properties=species:S:1:pos:R:3:lowdin_charge:R:1
Mn 0.44 -0.72 1.44 0.356
N 1.80 -3.13 -2.15 0.196
C 1.42 -2.16 -1.31 -0.329
S 0.68 -2.80 1.82 0.422
N 0.16 -1.85 -1.33 0.116
N -0.41 -1.15 -0.30 -0.052
C -1.62 -0.75 -0.42 -0.139
C -2.39 -0.70 -1.68 -0.180
C -2.90 0.54 -2.07 -0.046
C -3.60 0.67 -3.27 -0.063
C -3.79 -0.45 -4.07 -0.064
C -3.30 -1.68 -3.68 -0.058
C -2.59 -1.81 -2.49 -0.023
C -2.25 -0.39 0.87 -0.186
C -3.58 -0.05 1.02 0.027
C -4.08 0.15 2.30 -0.010
C -3.26 -0.01 3.39 -0.003
C -1.93 -0.36 3.18 -0.051
N -1.45 -0.54 1.95 -0.002
H 2.76 -3.42 -2.23 0.112
H 1.09 -3.66 -2.64 0.128
H -2.75 1.41 -1.44 0.118
H -3.98 1.63 -3.56 0.112
H -4.33 -0.35 -5.01 0.112
H -3.47 -2.56 -4.30 0.112
H -2.21 -2.78 -2.19 0.114
H -4.20 0.03 0.14 0.124
H -5.13 0.41 2.43 0.125
H -3.62 0.13 4.40 0.127
H -1.25 -0.51 4.01 0.116
N 0.34 1.49 1.06 0.099
C 1.12 1.81 -0.08 -0.190
C 0.98 2.94 -0.83 0.008
C 1.79 3.15 -1.96 -0.015
C 2.75 2.22 -2.34 -0.007
C 2.88 1.04 -1.63 -0.113
C 3.85 0.01 -1.97 0.002
C 3.72 -1.20 -1.43 -0.005
C 2.58 -1.51 -0.51 -0.258
N 2.01 -0.36 0.15 0.068
C 2.04 0.79 -0.50 -0.143
H 0.81 1.77 1.93 0.052
H -0.52 2.03 1.07 0.127
H 0.25 3.69 -0.53 0.127
H 1.68 4.07 -2.53 0.121
H 3.38 2.40 -3.19 0.128
H 4.65 0.25 -2.66 0.131
H 4.43 -1.99 -1.65 0.123
H 2.87 -2.24 0.24 0.117
F 3.45 -0.40 5.01 0.163
C 3.12 0.80 4.54 -0.674
F 3.83 1.04 3.43 0.137
F 3.41 1.71 5.45 0.170
S 1.33 0.86 4.14 0.577
O 0.60 0.54 5.32 -0.234
O 1.13 2.17 3.55 -0.281
O 1.27 -0.21 3.10 -0.442
```

Lowest unoccupied orbital energy (alpha / beta) (eV): -3.850 / -5.484
E_tot (Ha): -3688.87874
Net charge: +1
Frontier orbital gap (alpha / beta) (Eh): 0.277 / 0.218
HOMO energy (alpha / beta) (hartree): -0.419 / -0.420
Multiplicity: 5